(1)
{
  "formula": "C14H11N5OS",
  "method": "ωB97M-V/def2-TZVPD",
  "smiles": "Nc1nc(Nc2cccnc2)sc1C(=O)c1cccnc1",
  "homo_energy_ha": -0.2985,
  "homo_lumo_gap_ev": 8.0,
  "energy_ev": -35029.44006,
  "relative_energy_kj_mol": 0.00,
  "species": ["N", "C", "N", "C", "N", "C", "C", "C", "C", "N", "C", "S", "C", "C", "O", "C", "C", "C", "C", "N", "C", "H", "H", "H", "H", "H", "H", "H", "H", "H", "H", "H"],
  "xyz": [[-0.617, 2.609, -2.580], [-0.280, 1.742, -1.612], [1.058, 1.747, -1.320], [1.250, 0.897, -0.347], [2.590, 0.878, -0.034], [3.253, 0.212, 0.991], [4.619, 0.525, 1.151], [5.317, -0.160, 2.183], [4.667, -1.051, 3.016], [3.385, -1.323, 2.855], [2.692, -0.723, 1.876], [-0.154, 0.093, 0.317], [-1.132, 0.963, -0.907], [-2.550, 0.935, -1.132], [-3.116, 2.003, -1.400], [-3.343, -0.293, -0.875], [-2.811, -1.565, -0.826], [-3.669, -2.620, -0.456], [-5.009, -2.373, -0.233], [-5.510, -1.135, -0.311], [-4.707, -0.123, -0.655], [-1.579, 2.931, -2.564], [0.134, 3.247, -2.828], [3.122, 1.504, -0.644], [5.132, 1.212, 0.513], [6.364, 0.093, 2.335], [5.285, -1.561, 3.773], [1.683, -1.008, 1.760], [-1.757, -1.748, -1.062], [-3.395, -3.665, -0.438], [-5.734, -3.113, 0.067], [-5.187, 0.869, -0.614]],
  "lowdin_charge": [0.1573, -0.4519, 0.1048, -0.5727, 0.0692, -0.2204, 0.0041, -0.0649, -0.1777, 0.0616, -0.0911, 1.0884, -0.3774, -0.3681, 0.0506, -0.1540, -0.0230, -0.0506, -0.1403, 0.0625, -0.0650, 0.0938, 0.1118, 0.1543, 0.1012, 0.0999, 0.1114, 0.0463, 0.1043, 0.1002, 0.1039, 0.1315]
}



(2)
{
  "formula": "C22H25N3OS",
  "method": "ωB97M-V/def2-TZVPD",
  "homo_energy_ha": -0.3014,
  "homo_lumo_gap_ev": 8.1,
  "energy_ev": -40556.32006,
  "relative_energy_kj_mol": 1659.76,
  "species": ["C", "C", "C", "C", "C", "C", "C", "H", "H", "S", "C", "N", "C", "C", "C", "C", "C", "C", "C", "C", "H", "C", "O", "N", "H", "C", "C", "H", "H", "C", "N", "C", "H", "H", "H", "C", "H", "H", "H", "H", "H", "H", "H", "H", "H", "H", "H", "H", "H", "H", "H", "H"],
  "xyz": [[-2.342, -2.380, 3.077], [-1.992, -2.617, 1.757], [-2.401, -1.861, 0.703], [-1.911, -2.038, -0.690], [-1.158, -2.969, -0.996], [-0.665, -3.997, 0.013], [-0.976, -3.737, 1.285], [-1.040, -4.405, 2.101], [-0.238, -4.907, -0.215], [-0.519, -3.502, -2.603], [0.111, -2.177, -3.125], [0.100, -1.767, -4.470], [0.713, -0.322, -4.751], [0.789, -0.355, -6.095], [1.194, 0.998, -6.606], [1.891, 1.865, -5.700], [1.815, 1.792, -4.267], [1.306, 0.453, -3.840], [1.012, 0.056, -2.350], [0.742, -1.212, -2.077], [0.588, -1.396, -1.107], [1.702, 0.889, -1.441], [2.636, 1.534, -1.369], [0.818, 1.027, -0.387], [-0.452, 0.546, -0.466], [0.886, 1.837, 0.958], [1.171, 1.027, 2.042], [0.187, -0.010, 2.033], [2.170, 0.302, 1.875], [1.153, 1.599, 3.426], [-0.260, 2.234, 3.591], [-1.348, 1.505, 3.903], [-1.406, 0.640, 3.225], [-2.128, 2.140, 4.021], [-1.035, 0.974, 4.888], [-0.076, 3.187, 4.607], [-1.112, 3.994, 4.619], [0.487, 2.885, 5.613], [0.757, 4.019, 4.198], [1.943, 2.150, 3.289], [1.433, 0.879, 4.303], [2.030, 2.256, 0.658], [0.144, 2.523, 1.013], [2.163, 2.506, -3.651], [2.076, 2.794, -6.146], [1.334, 1.220, -7.478], [0.511, -0.930, -6.717], [-2.102, -1.304, -1.419], [-3.056, -0.973, 0.742], [-1.506, -2.250, 3.531], [-3.007, -3.225, 3.441], [-3.133, -1.498, 3.053]],
  "lowdin_charge": [-0.0782, -0.2919, -0.0190, -0.1327, -0.4996, -0.0693, 0.0097, 0.0891, 0.0711, 1.0860, -0.6816, 0.1093, -0.1928, 0.0382, 0.0317, -0.0518, 0.0582, -0.0541, -0.0965, 0.0040, 0.0529, -0.5903, 0.1517, 0.0480, 0.2753, -0.2162, -0.2811, 0.1780, 0.1781, -0.1775, -0.3199, -0.1608, 0.0662, 0.0500, 0.1178, -0.1971, 0.1605, 0.1088, 0.1167, 0.0453, 0.1578, 0.1888, 0.0806, 0.0577, 0.0744, -0.0074, 0.0001, 0.1137, 0.1137, 0.0211, 0.1236, 0.1394]
}



(3)
{
  "formula": "C38H66ClN3O6P",
  "method": "ωB97M-V/def2-TZVPD",
  "homo_energy_ha": -0.3929,
  "homo_lumo_gap_ev": 8.4,
  "energy_ev": -79035.36286,
  "total_charge": 1,
  "species": ["C", "C", "N", "C", "N", "C", "C", "C", "C", "C", "C", "C", "C", "C", "Cl", "C", "C", "C", "C", "C", "C", "C", "C", "N", "C", "C", "C", "C", "C", "O", "C", "C", "O", "P", "C", "C", "C", "H", "H", "H", "H", "H", "H", "H", "H", "H", "H", "H", "H", "H", "H", "H", "H", "H", "H", "H", "H", "H", "H", "H", "H", "H", "H", "H", "H", "H", "H", "H", "H", "H", "H", "H", "H", "H", "H", "H", "H", "H", "H", "H", "H", "H", "H", "H", "H", "H", "H", "O", "C", "O", "C", "C", "C", "H", "H", "H", "H", "H", "H", "H", "H", "O", "C", "O", "C", "C", "C", "H", "H", "H", "H", "H", "H", "H", "H"],
  "xyz": [[-1.536, 5.740, 1.189], [-0.788, 4.669, 1.467], [-1.313, 3.333, 1.321], [-0.896, 2.548, 0.348], [0.162, 3.038, -0.495], [-0.252, 3.540, -1.817], [-0.408, 5.070, -1.915], [-1.816, 5.441, -2.387], [1.016, 1.841, -0.467], [2.393, 1.891, -1.131], [2.479, 1.298, -2.541], [3.498, 1.317, -0.180], [4.266, 0.099, -0.713], [0.040, 0.673, -0.673], [-0.550, 0.312, -2.339], [0.453, -0.597, 0.101], [0.190, -1.933, -0.586], [0.437, -3.131, 0.329], [0.782, -3.039, 1.675], [0.941, -4.215, 2.408], [0.747, -5.460, 1.827], [0.420, -5.563, 0.474], [0.266, -4.391, -0.257], [-1.165, 1.300, -0.022], [-2.328, 0.463, 0.279], [-3.716, 1.035, -0.044], [-3.806, 1.984, -1.250], [-3.838, 1.163, -2.567], [-5.300, 0.905, -2.913], [-5.536, -0.131, -3.869], [-4.484, -0.428, -4.690], [-4.117, 0.513, -5.811], [-3.858, -1.420, -4.499], [-2.506, 2.735, 2.512], [-3.960, 3.848, 2.554], [-1.634, 2.954, 4.121], [-1.572, 4.400, 4.693], [-2.598, 5.828, 1.374], [-1.053, 6.590, 0.720], [0.205, 4.794, 1.879], [0.552, 3.275, -2.499], [-1.132, 3.032, -2.218], [-0.108, 5.575, -1.005], [0.269, 5.418, -2.695], [-1.892, 6.483, -2.691], [-2.011, 4.870, -3.298], [-2.602, 5.166, -1.682], [1.215, 1.768, 0.610], [2.645, 2.950, -1.230], [2.228, 0.241, -2.519], [1.815, 1.801, -3.240], [3.488, 1.431, -2.920], [3.076, 1.019, 0.782], [4.220, 2.100, 0.041], [3.610, -0.698, -1.057], [4.999, 0.377, -1.466], [4.837, -0.314, 0.121], [1.535, -0.518, 0.228], [0.018, -0.581, 1.098], [0.875, -2.026, -1.427], [-0.838, -2.036, -0.926], [0.923, -2.078, 2.146], [1.191, -4.163, 3.461], [0.840, -6.377, 2.395], [0.252, -6.514, -0.011], [-0.009, -4.475, -1.303], [-2.326, 0.216, 1.341], [-2.230, -0.493, -0.225], [-4.193, 1.516, 0.807], [-4.348, 0.178, -0.282], [-4.779, 2.476, -1.176], [-3.048, 2.764, -1.259], [-3.326, 1.686, -3.374], [-3.334, 0.225, -2.352], [-5.781, 0.569, -1.992], [-5.803, 1.840, -3.173], [-4.710, 0.303, -6.697], [-4.245, 1.543, -5.483], [-3.065, 0.347, -6.015], [-4.197, 4.264, 1.578], [-4.793, 3.232, 2.891], [-3.863, 4.669, 3.265], [-2.186, 2.328, 4.819], [-0.615, 2.584, 4.031], [-0.565, 4.646, 5.020], [-2.191, 4.453, 5.588], [-1.916, 5.163, 4.002], [5.159, 0.741, -5.331], [5.382, -0.438, -5.313], [4.350, -1.291, -5.154], [4.472, -2.709, -5.306], [4.925, -3.375, -4.023], [6.790, -0.981, -5.370], [5.118, -2.955, -6.150], [3.474, -3.057, -5.567], [5.919, -3.041, -3.727], [4.947, -4.458, -4.142], [4.244, -3.125, -3.208], [7.208, -0.987, -4.364], [7.382, -0.316, -5.995], [6.865, -1.976, -5.801], [0.564, -3.545, 5.627], [0.522, -4.413, 6.458], [1.295, -5.499, 6.297], [1.471, -6.502, 7.305], [0.380, -7.551, 7.250], [-0.442, -4.353, 7.620], [1.558, -6.047, 8.293], [2.433, -6.961, 7.089], [-0.601, -7.122, 7.453], [0.570, -8.337, 7.981], [0.338, -7.998, 6.257], [-1.404, -4.749, 7.300], [-0.564, -3.311, 7.904], [-0.104, -4.889, 8.503]],
  "lowdin_charge": [0.0505, -0.1642, -0.1109, -0.2862, 0.0042, -0.1544, -0.2117, -0.1014, -0.2394, -0.2769, -0.0753, -0.1933, -0.1015, -0.5710, 0.8352, -0.1508, -0.1768, -0.2159, -0.0329, -0.0661, -0.0815, -0.0746, -0.0541, 0.0014, -0.1660, -0.1765, -0.1785, -0.1955, -0.1791, -0.0066, -0.5474, 0.0258, 0.1399, 1.0283, -0.2524, -0.3726, -0.1454, 0.0600, 0.0782, 0.1307, 0.1059, 0.0840, 0.0754, 0.1094, 0.0759, 0.0761, 0.0594, 0.1495, 0.1412, 0.0582, 0.0640, 0.0828, 0.0947, 0.1116, 0.0627, 0.0751, 0.0788, 0.1147, 0.1172, 0.1123, 0.0986, 0.0991, 0.0804, 0.1013, 0.1023, 0.1138, 0.0960, 0.1093, 0.0662, 0.1209, 0.1121, 0.0746, 0.1037, 0.0817, 0.1252, 0.1319, 0.0959, 0.0786, 0.0908, 0.0405, 0.0462, 0.0359, 0.0720, 0.0736, 0.0719, 0.0730, 0.0349, 0.0986, -0.5305, -0.0094, -0.2334, -0.0609, 0.0148, 0.1144, 0.1227, 0.0685, 0.0839, 0.0757, 0.0953, 0.0928, 0.0715, 0.0876, -0.5229, 0.0001, -0.2299, -0.0618, 0.0148, 0.1140, 0.1238, 0.0682, 0.0844, 0.0837, 0.0978, 0.0901, 0.0719]
}



(4)
{
  "formula": "C26H34BrF6N3O18P",
  "method": "ωB97M-V/def2-TZVPD",
  "homo_energy_ha": -0.4408,
  "homo_lumo_gap_ev": 6.9,
  "energy_ev": -164468.46957,
  "total_charge": 1,
  "species": ["C", "C", "O", "C", "N", "C", "C", "O", "C", "N", "N", "C", "C", "P", "O", "Br", "C", "C", "C", "F", "H", "H", "H", "H", "H", "H", "H", "H", "H", "H", "H", "H", "H", "H", "H", "H", "H", "H", "H", "C", "C", "O", "C", "O", "O", "F", "H", "H", "H", "C", "C", "O", "C", "O", "O", "F", "H", "H", "H", "C", "C", "O", "C", "O", "O", "F", "H", "H", "H", "C", "C", "O", "C", "O", "O", "F", "H", "H", "H", "C", "C", "O", "C", "O", "O", "F", "H", "H", "H"],
  "xyz": [[7.193, 1.677, 1.869], [6.832, 1.455, 0.403], [7.182, 2.569, -0.414], [5.350, 1.219, 0.158], [4.888, -0.027, 0.807], [4.216, -0.932, -0.116], [3.272, -1.871, 0.584], [2.151, -1.089, 1.148], [0.970, -1.663, 1.115], [0.784, -2.777, 1.822], [-0.337, -3.489, 1.904], [-1.332, -3.045, 1.191], [-1.270, -1.873, 0.390], [-2.865, -1.571, -0.541], [-2.388, -0.846, -1.917], [-3.380, 0.193, 0.729], [-0.113, -1.133, 0.382], [0.069, 0.178, -0.344], [0.544, 1.311, 0.555], [0.979, -0.078, -1.376], [8.166, 1.251, 2.111], [7.222, 2.747, 2.076], [6.455, 1.231, 2.531], [7.365, 0.568, 0.025], [8.009, 2.941, -0.087], [5.215, 1.153, -0.925], [4.777, 2.076, 0.519], [5.711, -0.509, 1.153], [4.921, -1.569, -0.667], [3.653, -0.370, -0.862], [3.756, -2.415, 1.396], [2.853, -2.582, -0.132], [1.556, -3.136, 2.373], [-2.252, -3.621, 1.239], [-1.463, -0.933, -2.181], [-0.871, 0.474, -0.802], [1.623, 1.426, 0.483], [0.067, 2.244, 0.265], [0.275, 1.126, 1.594], [8.979, 1.119, -2.982], [9.999, 1.602, -3.994], [11.209, 1.098, -3.467], [10.930, 0.010, -2.696], [11.729, -0.757, -2.285], [9.592, -0.070, -2.480], [10.063, 2.951, -4.055], [8.862, 1.841, -2.175], [8.006, 0.887, -3.407], [9.863, 1.213, -5.005], [1.895, 1.682, 5.614], [1.732, 1.648, 4.107], [2.984, 2.089, 3.649], [3.916, 1.808, 4.610], [5.083, 1.864, 4.442], [3.298, 1.454, 5.759], [0.769, 2.491, 3.659], [1.638, 2.670, 6.001], [1.336, 0.917, 6.143], [1.535, 0.654, 3.695], [-5.611, 0.977, -2.207], [-6.354, 2.270, -2.484], [-7.704, 1.868, -2.350], [-7.754, 0.790, -1.517], [-8.742, 0.365, -1.029], [-6.507, 0.294, -1.330], [-6.143, 2.729, -3.736], [-5.489, 0.402, -3.127], [-4.648, 1.118, -1.725], [-6.152, 3.076, -1.776], [-11.026, 3.186, -2.070], [-11.254, 3.034, -3.560], [-11.714, 4.317, -3.932], [-11.235, 5.223, -3.032], [-11.260, 6.396, -3.174], [-10.720, 4.577, -1.958], [-12.204, 2.114, -3.850], [-11.940, 2.965, -1.517], [-10.206, 2.584, -1.690], [-10.357, 2.799, -4.135], [-4.536, -7.332, 2.531], [-4.734, -7.596, 1.051], [-5.018, -6.297, 0.547], [-4.491, -5.385, 1.391], [-4.404, -4.220, 1.158], [-4.078, -5.972, 2.531], [-5.778, -8.407, 0.801], [-5.488, -7.391, 3.060], [-3.801, -7.974, 3.005], [-3.855, -7.986, 0.534]],
  "lowdin_charge": [-0.0264, -0.4328, -0.0461, -0.1698, -0.0352, -0.2048, -0.0966, 0.0143, -0.2417, 0.1451, 0.1384, -0.0933, -0.3068, 0.6709, -0.3620, 0.4256, -0.0662, -0.3204, 0.0117, 0.0088, 0.0859, 0.0936, 0.0534, 0.1385, 0.0948, 0.1177, 0.1265, 0.1079, 0.1379, 0.1183, 0.1310, 0.1377, 0.1926, 0.0927, 0.0636, 0.0982, 0.0946, 0.0993, 0.0768, -0.0573, -0.3131, 0.1373, -0.5483, 0.1921, 0.0597, 0.0811, 0.1219, 0.1394, 0.1728, -0.0408, -0.3339, 0.1275, -0.5351, 0.1919, 0.0823, 0.0716, 0.1499, 0.1414, 0.1563, -0.0743, -0.3082, 0.1191, -0.5450, 0.1937, 0.0520, 0.0871, 0.1486, 0.0781, 0.1767, -0.0465, -0.3157, 0.1337, -0.5495, 0.1874, 0.0699, 0.0787, 0.1476, 0.1142, 0.1704, -0.0326, -0.3073, 0.1471, -0.5560, 0.1248, 0.0735, 0.0963, 0.1497, 0.1421, 0.1738]
}